Version one
{
  "formula": "C2H5N3S2",
  "method": "ωB97M-V with the def2-TZVPD basis set",
  "total_charge": 0,
  "lumo_energy_ev": 0.52,
  "smiles": "NC(=S)N/C=N\\S",
  "elements": ["N", "C", "S", "N", "C", "N", "S", "H", "H", "H", "H", "H"],
  "positions_angstrom": [[-0.5114, -0.8784, 1.0270], [-1.1345, -0.2050, -0.0042], [-2.6915, -0.3736, -0.6035], [-0.4239, 0.8474, -0.5643], [0.8385, 1.2701, 0.0128], [1.8442, 0.5278, -0.1327], [1.7980, -1.0842, -0.7131], [-0.9629, -1.7366, 1.3070], [0.4903, -0.8131, 1.4114], [-0.8637, 1.4142, -1.2354], [1.0565, 2.1529, 0.6426], [0.5603, -1.1215, -1.1477]]
}

***

Version two
{
  "formula": "C2H5N3S2",
  "method": "ωB97M-V with the def2-TZVPD basis set",
  "total_charge": 0,
  "lumo_energy_ev": -0.15,
  "smiles": "C=NNC(=S)NS",
  "elements": ["C", "N", "N", "C", "S", "N", "S", "H", "H", "H", "H", "H"],
  "positions_angstrom": [[-2.0114, 0.4540, 0.1290], [-1.1070, 1.3460, 0.0326], [0.1663, 1.0309, -0.4626], [0.8577, -0.1918, -0.6562], [2.0284, -0.2217, -1.7864], [0.5390, -1.3330, 0.0320], [0.7496, -1.1339, 1.6100], [-2.0439, -0.7611, 0.1803], [-2.9857, 0.8034, 0.3782], [0.7756, 1.9997, -0.5826], [1.2343, -2.0432, -0.3706], [1.7969, 0.0506, 1.4963]]
}

***

Most stable = version one

***

Version one
{
  "formula": "C33H89N3O10",
  "method": "ωB97M-V with the def2-TZVPD basis set",
  "total_charge": 0,
  "lumo_energy_ev": 0.38,
  "smiles": "COC[C@H](C)N.COC[C@H](C)N.COC[C@H](C)N.CC(C)O.CC(C)O.CC(C)O.CC(C)O.CC(C)O.CC(C)O.CC(C)O",
  "elements": ["C", "O", "C", "C", "C", "N", "H", "H", "H", "H", "H", "H", "H", "H", "H", "H", "H", "C", "O", "C", "C", "C", "N", "H", "H", "H", "H", "H", "H", "H", "H", "H", "H", "H", "C", "O", "C", "C", "C", "N", "H", "H", "H", "H", "H", "H", "H", "H", "H", "H", "H", "C", "C", "C", "O", "H", "H", "H", "H", "H", "H", "H", "H", "C", "C", "C", "O", "H", "H", "H", "H", "H", "H", "H", "H", "C", "C", "C", "O", "H", "H", "H", "H", "H", "H", "H", "H", "C", "C", "C", "O", "H", "H", "H", "H", "H", "H", "H", "H", "C", "C", "C", "O", "H", "H", "H", "H", "H", "H", "H", "H", "C", "C", "C", "O", "H", "H", "H", "H", "H", "H", "H", "H", "C", "C", "C", "O", "H", "H", "H", "H", "H", "H", "H", "H"],
  "positions_angstrom": [[6.8255, 2.4201, -2.5947], [5.4963, 2.4548, -2.1687], [4.6081, 1.7419, -3.0120], [3.1667, 2.0211, -2.5543], [2.7080, 1.1800, -1.3630], [2.2030, 1.6534, -3.6033], [7.2522, 1.4171, -2.5958], [7.4348, 2.9532, -1.8649], [6.8810, 2.8460, -3.5965], [4.6814, 2.1082, -4.0360], [4.8822, 0.6871, -3.0304], [3.0394, 3.0487, -2.2137], [2.7467, 0.1396, -1.6858], [1.7283, 1.4859, -0.9960], [3.4480, 1.3268, -0.5763], [1.3276, 1.7354, -3.1063], [2.2798, 0.6487, -3.6731], [-2.3109, -2.2077, 3.6537], [-2.6380, -0.9845, 4.2936], [-3.9484, -0.9768, 4.9066], [-4.3222, 0.3336, 5.5398], [-3.4907, 0.6954, 6.7497], [-5.7378, 0.3927, 5.9479], [-1.3097, -2.1183, 3.2321], [-3.0684, -2.4448, 2.9067], [-2.3174, -2.9544, 4.4477], [-4.7205, -1.2076, 4.1726], [-3.9826, -1.7660, 5.6577], [-4.1710, 1.0239, 4.7099], [-2.4328, 0.5453, 6.5339], [-3.7179, 0.1135, 7.6429], [-3.5624, 1.7499, 7.0164], [-6.3651, 0.4972, 5.1633], [-5.8346, 1.2459, 6.4796], [-3.3869, -2.9889, -1.3934], [-2.5841, -1.7743, -1.4718], [-1.7790, -1.5931, -0.2867], [-0.8129, -0.3526, -0.4240], [-0.0104, -0.0457, 0.8211], [-1.6466, 0.8140, -0.6478], [-3.8704, -3.0741, -2.3665], [-4.1720, -2.9519, -0.6381], [-2.7971, -3.8940, -1.2488], [-2.3683, -1.6238, 0.6297], [-1.2027, -2.5076, -0.1461], [-0.2451, -0.5517, -1.3328], [-0.6686, 0.2178, 1.6490], [0.6698, 0.7978, 0.7034], [0.4935, -0.9664, 1.1154], [-2.2055, 0.5324, -1.4406], [-2.2542, 0.8262, 0.1589], [1.3624, -4.0866, -0.6441], [2.7402, -3.4997, -0.4359], [3.7988, -4.3632, -1.1456], [2.7826, -2.1504, -0.8473], [1.3800, -5.1744, -0.5765], [1.0163, -3.8802, -1.6569], [0.6355, -3.6397, 0.0341], [2.8538, -3.5136, 0.6480], [3.9052, -5.3212, -0.6367], [4.7790, -3.8868, -1.1621], [3.3946, -4.5332, -2.1435], [3.6023, -1.7065, -0.6181], [-1.0001, -2.5999, -4.1480], [-1.4882, -1.2099, -4.7211], [-0.3162, -0.2191, -4.8606], [-2.1961, -1.4225, -5.9176], [-0.3241, -3.0720, -4.8609], [-1.8144, -3.2930, -3.9363], [-0.5029, -2.4299, -3.1931], [-2.1663, -0.8249, -3.9594], [-0.8004, 0.5732, -5.4315], [0.4651, -0.6215, -5.5054], [0.1773, 0.0438, -3.9250], [-1.6328, -1.7849, -6.6053], [-0.1460, -7.5200, -4.9813], [-1.3472, -6.6621, -4.7418], [-1.3213, -6.0615, -3.3054], [-1.3538, -5.6466, -5.6656], [-0.0690, -8.3151, -4.2396], [0.7856, -6.9733, -4.8355], [-0.1791, -7.9690, -5.9740], [-2.2290, -7.2839, -4.8969], [-0.5658, -5.2857, -3.1815], [-1.2726, -6.8425, -2.5466], [-2.1867, -5.4265, -3.1157], [-2.1563, -5.1223, -5.6140], [-2.4533, 2.8762, 3.1173], [-2.3041, 3.3070, 4.5798], [-1.0515, 2.6529, 5.2197], [-2.1650, 4.7178, 4.6332], [-2.5616, 1.7919, 3.1446], [-1.4926, 2.9709, 2.6111], [-3.2536, 3.3733, 2.5693], [-3.1307, 3.0481, 5.2414], [-0.8666, 1.6102, 4.9614], [-1.0251, 2.9014, 6.2806], [-0.1647, 3.1714, 4.8553], [-2.9084, 5.1011, 4.1621], [0.4646, 5.5309, 2.0179], [1.2328, 4.2097, 2.1158], [1.9657, 3.9055, 0.8531], [2.1011, 4.3990, 3.2202], [1.1116, 6.3321, 1.6607], [0.1559, 5.9110, 2.9918], [-0.4179, 5.5496, 1.3785], [0.5462, 3.3868, 2.3147], [1.3516, 3.9629, -0.0456], [2.1509, 2.8392, 0.9821], [2.9051, 4.4472, 0.7430], [2.8540, 3.8400, 3.0150], [2.6168, -1.1008, 3.0834], [2.8855, 0.4211, 3.2651], [2.7692, 0.8465, 4.7088], [4.2051, 0.7208, 2.9162], [2.6174, -1.3840, 2.0308], [1.6397, -1.3937, 3.4676], [3.3928, -1.6476, 3.6189], [2.2491, 1.0764, 2.6702], [3.1447, 1.8669, 4.7856], [3.3973, 0.2199, 5.3420], [1.7284, 0.8840, 5.0305], [4.3456, 1.6691, 2.9677], [-0.4717, 4.8800, -3.2989], [-1.2693, 3.7878, -2.6113], [-2.1533, 3.0436, -3.6583], [-0.2893, 2.9138, -2.1040], [0.2995, 4.4795, -3.9568], [0.0289, 5.4776, -2.5371], [-1.0024, 5.5724, -3.9524], [-1.8298, 4.2561, -1.8022], [-2.6769, 2.2034, -3.2020], [-1.5213, 2.5518, -4.3978], [-2.9504, 3.6465, -4.0934], [-0.7484, 2.2284, -1.6130]]
}

***

Version two
{
  "formula": "C33H89N3O10",
  "method": "ωB97M-V with the def2-TZVPD basis set",
  "total_charge": 0,
  "lumo_energy_ev": 0.36,
  "smiles": "COC[C@H](C)N.COC[C@H](C)N.COC[C@H](C)N.CC(C)O.CC(C)O.CC(C)O.CC(C)O.CC(C)O.CC(C)O.CC(C)O",
  "elements": ["C", "O", "C", "C", "C", "N", "H", "H", "H", "H", "H", "H", "H", "H", "H", "H", "H", "C", "O", "C", "C", "C", "N", "H", "H", "H", "H", "H", "H", "H", "H", "H", "H", "H", "C", "O", "C", "C", "C", "N", "H", "H", "H", "H", "H", "H", "H", "H", "H", "H", "H", "C", "C", "C", "O", "H", "H", "H", "H", "H", "H", "H", "H", "C", "C", "C", "O", "H", "H", "H", "H", "H", "H", "H", "H", "C", "C", "C", "O", "H", "H", "H", "H", "H", "H", "H", "H", "C", "C", "C", "O", "H", "H", "H", "H", "H", "H", "H", "H", "C", "C", "C", "O", "H", "H", "H", "H", "H", "H", "H", "H", "C", "C", "C", "O", "H", "H", "H", "H", "H", "H", "H", "H", "C", "C", "C", "O", "H", "H", "H", "H", "H", "H", "H", "H"],
  "positions_angstrom": [[6.3748, -11.7393, 13.5754], [5.9790, -12.0610, 14.9120], [4.8397, -12.8969, 14.8306], [4.4715, -13.3435, 16.2122], [5.5416, -14.1741, 16.8175], [3.1595, -14.0717, 16.2208], [7.1524, -10.9977, 13.6317], [5.5000, -11.2814, 13.0940], [6.6792, -12.6358, 12.9876], [3.9605, -12.3993, 14.3637], [5.0345, -13.7527, 14.2106], [4.2989, -12.3987, 16.8053], [5.2823, -14.4987, 17.8085], [6.4566, -13.5797, 16.9174], [5.6936, -15.0421, 16.1266], [2.5753, -13.7893, 16.9750], [3.3780, -15.0647, 16.2613], [8.4694, -12.3953, 23.9874], [9.0514, -11.1154, 24.1920], [8.1208, -10.2298, 24.7215], [8.8020, -8.8873, 24.9419], [9.9730, -9.0558, 25.8890], [7.8619, -7.9310, 25.4926], [7.7239, -12.2743, 23.2277], [7.9458, -12.7129, 24.8826], [9.2152, -13.1478, 23.7307], [7.2249, -10.1574, 24.0394], [7.8390, -10.5906, 25.7140], [9.1539, -8.5553, 23.9626], [10.5224, -8.1271, 26.0403], [10.6394, -9.8122, 25.4821], [9.6591, -9.4755, 26.8423], [6.9970, -8.0134, 24.9679], [7.6312, -8.1383, 26.4626], [3.3256, -8.9960, 21.3425], [2.8629, -8.4357, 20.1511], [1.4834, -8.3638, 20.0067], [1.1804, -7.8413, 18.5782], [1.5927, -6.4021, 18.4790], [-0.2667, -8.0263, 18.3531], [4.3718, -9.1533, 21.1375], [2.8168, -9.9147, 21.6271], [3.1610, -8.3212, 22.1971], [0.9896, -9.3169, 20.1531], [1.0474, -7.5762, 20.6478], [1.8794, -8.4173, 17.9172], [1.6727, -5.9534, 17.5095], [2.5776, -6.3088, 18.9525], [0.9512, -5.7078, 19.0618], [-0.7057, -7.5358, 17.5662], [-0.4457, -8.9945, 18.0908], [8.3266, -4.2779, 22.0016], [7.7941, -5.2748, 23.0518], [7.2071, -6.5301, 22.4025], [8.8276, -5.6367, 23.9406], [8.7583, -3.3547, 22.4222], [7.5936, -4.1432, 21.2158], [9.1496, -4.7495, 21.4538], [7.0029, -4.7114, 23.5959], [7.8811, -7.0632, 21.7244], [6.4251, -6.1232, 21.7861], [6.7808, -7.2593, 23.0726], [8.4829, -6.2007, 24.6536], [4.3005, -13.9658, 22.3889], [3.4239, -12.9751, 21.6444], [4.0264, -12.4313, 20.3369], [2.1917, -13.5929, 21.3212], [4.5579, -14.8281, 21.7565], [3.7789, -14.4499, 23.2192], [5.1935, -13.4392, 22.6793], [3.2624, -12.0804, 22.2800], [3.3676, -11.7320, 19.7918], [4.1711, -13.3120, 19.6739], [5.0132, -12.0047, 20.5247], [1.5349, -12.9016, 21.2132], [10.1935, -17.0758, 17.1548], [9.4248, -16.0767, 17.9866], [9.0055, -16.6259, 19.3549], [10.0924, -14.8368, 18.1978], [11.0416, -17.5619, 17.6734], [10.5777, -16.6316, 16.2274], [9.5284, -17.8731, 16.8407], [8.4746, -15.9083, 17.4328], [9.8726, -16.8110, 19.9753], [8.4727, -17.5911, 19.2232], [8.3178, -15.9415, 19.8561], [10.9444, -14.8959, 17.7749], [12.2878, -11.2366, 22.1788], [12.3452, -12.6461, 21.6223], [11.1336, -12.9336, 20.7023], [13.6236, -12.8935, 20.9861], [11.2472, -11.0954, 22.5651], [12.5010, -10.4718, 21.4154], [13.0399, -11.0563, 22.9382], [12.3460, -13.3105, 22.4916], [11.0444, -13.9436, 20.2838], [11.0561, -12.2102, 19.8579], [10.2313, -12.6869, 21.2732], [13.5907, -12.2809, 20.2391], [7.0263, -10.0783, 20.6749], [8.0754, -10.8043, 19.8766], [7.6642, -12.2275, 19.5094], [8.3249, -9.9995, 18.7622], [6.1072, -9.9454, 20.0935], [7.4861, -9.1416, 21.0471], [6.7478, -10.6573, 21.5676], [9.0003, -10.8182, 20.4565], [6.7163, -12.2395, 18.9380], [7.5513, -12.8653, 20.4143], [8.4786, -12.6860, 18.9017], [7.5269, -9.9510, 18.2121], [10.2743, -9.4040, 15.7962], [11.1728, -9.1071, 17.0203], [10.9259, -7.7654, 17.6614], [10.9659, -10.1222, 17.9570], [9.2484, -9.6578, 16.1751], [10.6257, -10.2263, 15.1592], [10.1033, -8.4919, 15.2154], [12.2417, -9.1507, 16.7400], [11.2027, -7.0334, 16.9111], [11.5434, -7.6315, 18.5350], [9.8644, -7.6009, 17.8385], [10.0300, -10.0990, 18.2242], [4.2237, -9.2712, 15.9490], [5.6052, -8.9813, 16.5594], [5.4569, -8.0107, 17.6766], [6.1230, -10.2178, 17.1038], [3.7512, -8.3175, 15.7585], [3.6010, -9.7124, 16.7175], [4.1880, -9.9385, 15.0493], [6.3561, -8.7183, 15.8197], [4.9481, -7.1132, 17.2702], [6.3699, -7.6566, 18.0906], [4.7697, -8.3772, 18.4349], [6.2132, -10.9134, 16.4278]]
}

***

Most stable = version two

***

Version one
{
  "formula": "C3H4FI",
  "method": "ωB97M-V with the def2-TZVPD basis set",
  "total_charge": 0,
  "lumo_energy_ev": 0.29,
  "smiles": "FC1(I)CC1",
  "elements": ["F", "C", "I", "C", "C", "H", "H", "H", "H"],
  "positions_angstrom": [[-0.6778, -1.9582, -0.0649], [-0.6480, -0.3859, 0.0838], [-2.5563, 0.4984, -0.0084], [0.5185, 0.2553, 0.7619], [0.4714, 0.2263, -0.7652], [1.2331, -0.3867, 1.0676], [0.3232, 1.1120, 1.4747], [0.3645, 1.1250, -1.3052], [0.9713, -0.4862, -1.2442]]
}

***

Version two
{
  "formula": "C3H4FI",
  "method": "ωB97M-V with the def2-TZVPD basis set",
  "total_charge": 0,
  "lumo_energy_ev": [0.19, 0.28],
  "smiles": "C/C(I)=C/F",
  "elements": ["C", "C", "I", "C", "F", "H", "H", "H", "H"],
  "positions_angstrom": [[0.7046, 1.0580, 0.0993], [-0.3436, 0.1219, 0.0496], [-2.4302, 0.7433, 0.2443], [-0.2501, -1.5536, -0.1866], [-1.3552, -2.3646, -0.1950], [1.6193, 0.5477, -0.0750], [0.7623, 1.6044, 1.1058], [0.6678, 1.9136, -0.7241], [0.6250, -2.0707, -0.3183]]
}

***

Most stable = version one